C50H39BrClN6O2S2SbW | ωB97M-V/def2-TZVPD

The geometry in XYZ format:
```
103
Properties=species:S:1:pos:R:3:lowdin_spin:R:1
W 0.114 0.196 -0.174 1.29
S -1.493 -0.133 1.593 0.04
C -0.294 0.854 2.711 0.02
N -0.734 1.724 3.544 0.12
N -1.999 1.980 3.758 0.26
C -2.386 3.077 4.494 0.00
C -3.746 3.366 4.659 0.06
C -4.123 4.500 5.352 -0.01
C -3.163 5.350 5.889 0.07
C -1.814 5.048 5.746 0.00
C -1.419 3.920 5.059 0.05
N 0.976 0.613 2.535 0.02
N 1.350 0.003 1.377 -0.20
C 2.652 -0.542 1.416 0.00
C 3.249 -0.960 2.606 -0.03
C 4.507 -1.532 2.575 0.00
C 5.170 -1.711 1.371 -0.04
C 4.580 -1.293 0.186 0.00
C 3.330 -0.699 0.201 -0.02
H -2.714 1.410 3.296 0.01
H -4.493 2.699 4.255 0.00
H -5.171 4.719 5.475 0.00
H -3.469 6.230 6.434 0.00
H -1.068 5.698 6.176 0.00
H -0.376 3.667 4.951 0.00
H 2.718 -0.815 3.534 0.00
H 4.975 -1.845 3.496 0.00
H 6.157 -2.145 1.353 0.00
H 5.109 -1.417 -0.747 0.00
H 2.886 -0.290 -0.716 0.00
Br 1.686 -6.604 2.590 0.00
C 1.349 -5.066 1.539 -0.01
C 2.254 -4.702 0.550 0.00
C 1.994 -3.611 -0.252 -0.01
C 0.832 -2.858 -0.057 0.00
C -0.056 -3.217 0.961 -0.01
C 0.194 -4.321 1.748 0.00
N 0.539 -1.734 -0.877 -0.04
C 0.842 -1.891 -2.202 0.17
C 0.887 -0.746 -3.007 0.01
C 1.092 -0.771 -4.403 0.04
C 1.091 0.405 -5.101 0.01
C 0.869 1.607 -4.410 0.04
C 0.689 1.580 -3.048 0.02
N 0.702 0.442 -2.324 0.04
H 3.161 -5.266 0.414 0.00
H 2.710 -3.325 -1.008 0.00
H -0.963 -2.638 1.104 0.00
H -0.505 -4.610 2.516 0.00
H 1.076 -2.868 -2.602 0.01
H 1.247 -1.724 -4.881 0.00
H 1.256 0.411 -6.166 0.00
H 0.846 2.543 -4.941 0.00
H 0.523 2.501 -2.497 0.00
S -1.992 0.568 -1.448 0.00
Sb -3.314 -1.384 -1.628 0.01
C -2.873 -3.434 -0.974 0.00
C -1.774 -4.045 -1.560 0.00
C -1.537 -5.389 -1.327 0.00
C -2.426 -6.126 -0.562 0.00
C -3.534 -5.512 -0.003 0.00
C -3.755 -4.155 -0.186 0.00
C -3.160 -1.592 -3.768 0.00
C -3.304 -2.822 -4.392 0.00
C -3.207 -2.894 -5.773 0.00
C -2.974 -1.751 -6.520 0.00
C -2.839 -0.525 -5.889 0.00
C -2.936 -0.442 -4.511 0.00
C -5.242 -0.572 -1.035 0.00
C -5.443 0.776 -1.296 0.00
C -6.666 1.349 -0.989 0.00
C -7.670 0.584 -0.418 0.00
C -7.459 -0.762 -0.167 0.00
C -6.245 -1.353 -0.484 0.00
H -1.117 -3.477 -2.210 0.00
H -0.672 -5.864 -1.762 0.00
H -2.260 -7.181 -0.408 0.00
H -4.242 -6.090 0.571 0.00
H -4.609 -3.683 0.275 0.00
H -3.500 -3.714 -3.813 0.00
H -3.315 -3.847 -6.268 0.00
H -2.898 -1.815 -7.594 0.00
H -2.664 0.368 -6.469 0.00
H -2.837 0.514 -4.011 0.00
H -4.651 1.376 -1.731 0.00
H -6.836 2.394 -1.197 0.00
H -8.620 1.034 -0.171 0.00
H -8.241 -1.361 0.272 0.00
H -6.105 -2.409 -0.314 0.00
Cl 1.919 8.166 2.424 0.00
C 1.604 6.654 1.694 0.00
C 2.584 6.056 0.900 0.00
C 2.363 4.804 0.378 0.00
C 1.154 4.143 0.632 0.00
C 0.154 4.777 1.379 0.00
C 0.378 6.023 1.915 0.00
C 0.976 2.788 0.157 0.01
O 1.874 2.104 -0.400 -0.03
O -0.168 2.166 0.305 0.04
H 3.513 6.576 0.720 0.00
H 3.112 4.306 -0.218 0.00
H -0.782 4.267 1.546 0.00
H -0.373 6.514 2.513 0.00
```

Values from the calculation:
Orbital gap (spin up / spin down), eV: 5.6 / 5.6
Charge: +2
2S+1: 3
HOMO energy (spin up / spin down), eV: -12.25 / -12.58

***

C50H39F6N3O6S2SbTi | ωB97M-V/def2-TZVPD

The geometry in XYZ format:
```
108
Properties=species:S:1:pos:R:3:mulliken_charge:R:1
Ti 0.203 -0.226 -0.028 -1.05
C -3.184 1.191 2.554 -0.84
C -2.493 1.891 3.537 -1.48
C -1.109 1.933 3.498 -0.71
C -0.415 1.277 2.480 0.82
C -1.099 0.552 1.494 1.97
C -2.487 0.533 1.551 -0.52
C 1.062 1.357 2.372 0.26
C 1.849 2.185 3.209 -0.86
C 3.198 2.186 3.067 -1.80
C 3.814 1.352 2.109 1.58
C 5.217 1.301 1.938 -0.81
C 5.766 0.492 0.988 -0.93
C 4.927 -0.297 0.168 -0.87
C 3.571 -0.264 0.308 -0.24
C 2.982 0.569 1.289 -0.63
N 1.621 0.605 1.441 2.04
H -4.268 1.162 2.571 0.48
H -3.029 2.409 4.323 0.43
H -0.580 2.477 4.270 0.37
H -3.038 -0.031 0.806 0.26
H 1.373 2.825 3.935 0.53
H 3.818 2.830 3.681 0.43
H 5.840 1.929 2.563 0.43
H 6.838 0.461 0.848 0.40
H 5.364 -0.922 -0.599 0.54
H 2.947 -0.853 -0.352 0.06
C -5.263 6.119 0.493 -1.53
C -4.170 5.202 0.014 1.18
C -2.859 5.654 -0.111 -0.91
C -1.846 4.803 -0.519 -1.06
C -2.162 3.483 -0.815 0.08
C -3.458 3.009 -0.712 -0.06
C -4.456 3.877 -0.299 -0.86
S -0.785 2.450 -1.184 1.99
O -0.184 2.967 -2.442 -0.85
O 0.128 2.613 -0.079 -0.67
N -1.173 0.939 -1.294 1.14
C -2.022 0.447 -2.284 -0.60
C -2.569 1.152 -3.326 -0.07
C -3.442 0.520 -4.240 -0.97
C -3.752 -0.804 -4.127 -1.00
C -3.187 -1.562 -3.072 1.38
C -3.408 -2.949 -2.909 -0.95
C -2.801 -3.614 -1.885 -1.32
C -1.978 -2.890 -0.996 -0.11
N -1.769 -1.609 -1.109 0.66
C -2.342 -0.935 -2.139 -0.66
H -4.892 7.133 0.639 0.35
H -5.672 5.769 1.442 0.32
H -6.085 6.158 -0.223 0.35
H -2.625 6.686 0.121 0.29
H -0.822 5.143 -0.606 0.53
H -3.684 1.978 -0.940 0.27
H -5.472 3.513 -0.208 0.41
H -2.316 2.191 -3.483 0.63
H -3.851 1.107 -5.052 0.41
H -4.400 -1.293 -4.844 0.41
H -4.051 -3.467 -3.611 0.42
H -2.935 -4.677 -1.742 0.45
H -1.480 -3.382 -0.170 0.45
C 4.696 -2.202 3.467 -0.44
O 3.697 -2.594 4.397 -0.53
C 2.408 -2.544 3.976 0.98
C 1.428 -2.879 4.918 -1.43
C 0.111 -2.823 4.534 -0.85
C -0.313 -2.453 3.246 0.51
C -1.760 -2.472 2.937 1.08
C -2.744 -2.660 4.080 -2.07
O -2.193 -2.369 1.809 -0.38
C 0.686 -2.105 2.316 -0.67
O 0.460 -1.661 1.094 0.32
C 2.036 -2.173 2.699 0.30
H 5.644 -2.296 3.989 0.32
H 4.554 -1.167 3.145 0.11
H 4.695 -2.850 2.588 0.30
H 1.721 -3.168 5.917 0.45
H -0.639 -3.088 5.267 0.38
H -2.652 -3.658 4.512 0.49
H -3.743 -2.540 3.670 0.38
H -2.583 -1.933 4.876 0.42
H 2.766 -1.903 1.953 0.35
C 2.483 -4.352 -8.012 -0.78
C 3.980 -4.435 -8.165 0.61
O 4.503 -4.798 -9.189 -0.58
S 5.059 -4.034 -6.798 -0.14
C 3.975 -3.498 -5.505 -0.56
C 3.649 -2.149 -5.375 -0.44
C 2.802 -1.728 -4.365 -0.56
C 2.267 -2.655 -3.461 0.23
C 2.617 -4.002 -3.584 -0.70
C 3.467 -4.419 -4.593 -0.13
C 1.404 -2.184 -2.423 0.41
C 0.766 -1.602 -1.566 -0.25
H 2.084 -3.875 -8.906 0.30
H 2.160 -3.818 -7.124 0.25
H 2.100 -5.373 -7.974 0.23
H 4.062 -1.430 -6.071 0.44
H 2.551 -0.681 -4.245 0.64
H 2.214 -4.715 -2.877 0.45
H 3.738 -5.463 -4.685 0.43
F 1.484 0.771 -1.156 0.42
Sb 2.074 2.659 -2.289 1.61
F 2.331 3.651 -3.894 -0.53
F 3.775 1.896 -2.691 -0.61
F 2.898 2.692 -0.559 -0.63
F 1.416 1.331 -3.487 -0.55
F 1.723 4.447 -1.670 -0.52
```

Values from the calculation:
Orbital gap, eV: 7.5
Charge: -1
HOMO energy, eV: -5.69

***

> Number 2 is which compound?

C50H39F6N3O6S2SbTi

***

> Which of these has the lowest charge?

C50H39F6N3O6S2SbTi

***

> Which formula does entry 1 have?

C50H39BrClN6O2S2SbW